(1)
A 4-piece molecular cluster, C4H13IN2O3 overall in a non-equilibrium geometry. Source: the Open Molecules 2025 dataset; level of theory: ωB97M-V/def2-TZVPD.

Structure (XYZ):
```
23
Properties=species:S:1:pos:R:3:forces:R:3:mulliken_charge:R:1
O 17.128 -3.884 -22.859 -0.4301 0.2388 -0.1425 -0.362
H 18.100 -3.742 -22.580 1.4575 -0.4838 0.1317 0.143
H 16.600 -3.084 -22.683 -0.0506 -0.0331 0.0393 0.435
H 16.757 -4.662 -22.404 0.1448 -0.0339 0.0738 0.433
I 20.551 -4.403 -22.247 -1.1639 0.4101 -0.1709 -0.455
O 19.010 -8.837 -18.912 0.3722 -0.1978 -0.0969 -0.608
C 19.265 -8.301 -19.977 -1.3067 -0.2155 0.5658 0.564
N 20.340 -7.494 -20.152 0.7550 0.3308 0.3257 -0.326
C 18.359 -8.497 -21.176 0.4580 0.2901 -0.7436 -0.808
H 20.924 -7.405 -19.333 -0.1749 -0.0444 0.1180 0.222
H 20.341 -6.646 -20.707 -0.2365 -0.3691 -0.4826 0.086
H 19.003 -8.427 -22.056 -0.3695 0.1369 -0.2198 0.316
H 17.574 -7.739 -21.220 0.2226 0.2395 0.0546 0.121
H 17.827 -9.443 -21.217 0.2926 -0.1927 0.4894 0.303
O 22.174 -0.916 -26.367 -0.0812 -0.1767 0.0857 -0.599
C 21.553 -1.222 -25.366 -0.1080 0.5946 -0.5909 0.577
N 20.448 -2.039 -25.431 0.1162 -0.1731 0.1372 -0.391
C 21.833 -0.559 -24.047 -0.4164 0.3867 0.1884 -0.893
H 20.291 -2.648 -24.639 -0.0629 -0.0077 0.0831 0.178
H 20.329 -2.468 -26.337 0.0935 -0.1306 0.0463 0.233
H 22.165 -1.254 -23.276 0.1897 0.0379 -0.0512 0.267
H 20.926 -0.072 -23.679 -0.1266 -0.2881 0.0053 0.271
H 22.516 0.264 -24.239 0.4253 -0.3190 0.1542 0.291
```
Positions in Å, forces in eV/Å.

HOMO = -0.321 Ha
gap between HOMO and LUMO = 7.0 eV
ΔE to the lowest compared entry with this formula, charge and spin = 6.81 kcal/mol
net charge = 0
2S+1 = 1
total energy = -793.123487 a.u.
maximum force = 0.0300 hartree/bohr

---

(2)
A 2-piece molecular cluster, C4H13N overall in a non-equilibrium geometry. Source: the Open Molecules 2025 dataset; level of theory: ωB97M-V/def2-TZVPD.

Structure (XYZ):
```
18
Properties=species:S:1:pos:R:3:forces:R:3:mulliken_charge:R:1
C 0.414 -1.186 1.914 -0.6422 -0.6028 -0.9499 -0.694
C 1.651 -1.565 1.109 0.5638 -0.0521 1.0237 -0.813
H -0.028 -2.076 2.359 0.0902 -0.0629 0.2887 0.324
H -0.347 -0.844 1.201 0.1512 0.3801 0.3281 0.096
H 0.586 -0.450 2.688 0.0954 0.1728 0.0706 0.269
H 1.404 -2.217 0.279 -0.0762 0.1364 -0.2950 0.242
H 2.186 -0.672 0.780 -0.0937 -0.1362 -0.2977 0.211
H 2.352 -2.134 1.740 -0.0863 0.1772 -0.1482 0.340
C -1.659 0.374 -1.648 -0.3949 0.0182 0.4451 -0.990
N -0.321 0.573 -1.117 -0.1303 0.1037 -0.1800 -0.202
C -0.143 1.933 -0.623 0.0070 0.2280 -0.7643 -0.972
H -2.407 0.612 -0.883 0.1762 0.1524 -0.0129 0.314
H -1.872 0.995 -2.523 -0.1076 0.0510 -0.1638 0.370
H -1.842 -0.669 -1.879 0.1920 -0.1930 -0.2677 0.297
H 0.320 0.429 -1.889 0.1831 -0.1054 0.1718 0.237
H -0.280 2.708 -1.408 -0.0682 -0.2367 0.1875 0.349
H 0.867 2.055 -0.248 0.0579 -0.0075 0.3028 0.284
H -0.881 2.136 0.148 0.0825 -0.0231 0.2613 0.339
```
Positions in Å, forces in eV/Å.

HOMO = -0.329 Ha
gap between HOMO and LUMO = 10.0 eV
ΔE to the lowest compared entry with this formula, charge and spin = 5.95 kcal/mol
net charge = 0
2S+1 = 1
total energy = -214.923749 a.u.
SMILES = CNC.CC
maximum force = 0.0252 hartree/bohr

---

(3)
One molecule with the formula C4H13N2 in a non-equilibrium geometry. Source: the Open Molecules 2025 dataset; level of theory: ωB97M-V/def2-TZVPD.

Structure (XYZ):
```
19
Properties=species:S:1:pos:R:3:forces:R:3:lowdin_spin:R:1
C -0.388 -0.152 1.394 -0.4933 -1.8198 1.5869 0.075
N 0.908 -0.745 1.752 -0.3016 0.6182 -0.9743 0.040
C -0.640 -0.210 -0.105 1.5824 2.0606 -0.4006 0.031
N 0.480 0.738 -0.697 -0.5082 -0.2787 0.9873 0.139
C 0.059 1.886 -1.546 -0.3117 -1.6386 -1.8661 0.185
C -0.524 -1.572 -0.742 -1.5118 -0.9765 0.4780 0.052
H -0.497 0.799 1.907 0.1038 0.5889 -0.8078 0.035
H -1.154 -0.736 1.940 -0.1565 -0.0544 -0.6317 0.005
H 0.817 -1.657 2.152 0.1517 -0.2012 0.3770 0.006
H 1.464 -0.108 2.294 0.2705 -0.0772 0.2846 0.035
H -1.576 0.274 -0.368 -0.0292 0.0325 0.0949 0.005
H 1.166 0.173 -1.237 0.0495 -0.0272 -0.0121 0.111
H 0.996 1.108 0.154 0.1621 0.1785 -0.4574 0.132
H 0.005 2.825 -1.014 0.0479 0.0804 0.1078 0.047
H -0.843 1.568 -2.076 -0.5873 0.4666 0.7324 0.009
H 0.692 1.829 -2.448 0.6705 0.8052 0.6630 0.054
H -1.518 -1.805 -1.140 0.0794 -0.1121 -0.0949 0.004
H -0.370 -2.320 0.042 0.3732 0.0063 -0.2343 0.004
H 0.151 -1.732 -1.572 0.4084 0.3486 0.1671 0.031
```
Positions in Å, forces in eV/Å.

HOMO (spin up / spin down) = -0.108 / -0.356 Ha
gap between HOMO and LUMO (spin up / spin down) = 4.0 / 10.4 eV
ΔE to the lowest compared entry with this formula, charge and spin = 56.79 kcal/mol
net charge = 0
2S+1 = 2
total energy = -269.549620 a.u.
maximum force = 0.0511 hartree/bohr

---

(4)
An isolated ion of composition C4H13N2 and charge +1 in a non-equilibrium geometry. Source: the Open Molecules 2025 dataset; level of theory: ωB97M-V/def2-TZVPD.

Structure (XYZ):
```
19
Properties=species:S:1:pos:R:3:forces:R:3:mulliken_charge:R:1
C -0.452 1.524 -0.162 -0.5456 -0.9849 -0.3420 -0.620
N -0.175 2.199 -1.414 0.3364 -0.0683 0.1221 -0.550
C -0.061 0.026 -0.299 -0.2760 1.7215 0.8539 -0.140
N -0.494 -0.649 0.996 -0.0763 0.3499 0.0693 -0.201
C -0.267 -2.118 1.055 -0.1106 -0.4318 -0.5090 -0.842
C 1.431 -0.148 -0.481 -0.1401 -0.9929 -0.8607 -1.392
H 0.103 1.966 0.663 -0.0195 0.2720 0.0631 0.341
H -1.537 1.522 0.047 0.1828 0.1864 0.3756 0.413
H -0.404 1.633 -2.220 -0.0455 -0.1598 -0.0272 0.224
H -0.744 3.024 -1.491 0.0062 0.4367 0.0005 0.258
H -0.769 -0.314 -1.052 0.6161 -0.7612 -0.3756 0.421
H 0.046 -0.182 1.729 -0.1635 -0.1354 0.1546 0.418
H -1.484 -0.426 1.173 0.3155 -0.0933 -0.0661 0.402
H -0.806 -2.582 1.875 0.1009 0.2737 0.2298 0.351
H -0.647 -2.558 0.133 0.0420 0.1075 -0.0173 0.363
H 0.799 -2.308 1.116 -0.0062 -0.0171 0.1405 0.335
H 1.783 0.464 -1.307 -0.1351 0.0615 -0.0509 0.428
H 2.045 0.118 0.380 -0.3547 0.1116 0.2458 0.365
H 1.633 -1.191 -0.739 0.2731 0.1240 -0.0064 0.423
```
Positions in Å, forces in eV/Å.

HOMO = -0.494 Ha
gap between HOMO and LUMO = 10.1 eV
ΔE to the lowest compared entry with this formula, charge and spin = 25.19 kcal/mol
net charge = +1
2S+1 = 1
total energy = -269.460537 a.u.
SMILES = C[NH2+][C@H](C)CN
maximum force = 0.0378 hartree/bohr

---

(5)
An isolated ion of composition C4H13N2 and charge +1 in a non-equilibrium geometry. Source: the Open Molecules 2025 dataset; level of theory: ωB97M-V/def2-TZVPD.

Structure (XYZ):
```
19
Properties=species:S:1:pos:R:3:forces:R:3:mulliken_charge:R:1
C 1.133 0.088 -1.562 1.5490 0.3874 0.3749 -0.624
C 1.252 -0.934 -0.421 -1.3937 -0.0296 -0.4668 -0.576
C 0.599 -0.357 0.833 0.5562 -0.0270 0.8556 -0.800
C -1.590 0.602 1.782 0.5435 -0.4313 0.1310 -0.881
N -0.885 -0.224 0.753 -0.2041 0.2591 0.1192 -0.078
N -0.215 0.575 -1.788 -0.9008 0.0131 0.3497 -0.599
H 1.716 0.905 -1.149 -0.0827 0.6659 -0.2179 0.335
H 1.690 -0.161 -2.469 -0.2774 -0.5561 0.0129 0.392
H 2.271 -1.160 -0.124 0.2654 0.1164 -0.3865 0.341
H 0.796 -1.874 -0.741 -0.0640 -0.1940 0.3232 0.317
H 0.836 -0.953 1.716 -0.0777 -0.0036 -0.0548 0.423
H 0.995 0.644 1.018 -0.0873 0.0024 -0.0566 0.375
H -1.059 1.508 1.962 0.5039 0.6818 -0.1277 0.345
H -2.569 0.849 1.393 -0.2639 -0.2273 0.2367 0.356
H -1.576 0.047 2.714 -0.4490 -0.0259 0.0327 0.364
H -1.287 -1.155 0.847 -0.1080 -0.0384 -0.6997 0.359
H -1.021 0.228 -0.184 -0.0575 -0.3971 -0.2157 0.489
H -0.848 -0.062 -2.260 0.3996 -0.2503 -0.2734 0.251
H -0.238 1.435 -2.320 0.1483 0.0545 0.0632 0.210
```
Positions in Å, forces in eV/Å.

HOMO = -0.519 Ha
gap between HOMO and LUMO = 11.2 eV
ΔE to the lowest compared entry with this formula, charge and spin = 16.67 kcal/mol
net charge = +1
2S+1 = 1
total energy = -269.474122 a.u.
SMILES = C[NH2+]CCCN
maximum force = 0.0319 hartree/bohr

---

(6)
C4H13N2 as an isolated structure in a non-equilibrium geometry. Source: the Open Molecules 2025 dataset; level of theory: ωB97M-V/def2-TZVPD.

Structure (XYZ):
```
19
Properties=species:S:1:pos:R:3:forces:R:3:mulliken_charge:R:1
C 0.059 -2.040 -1.019 1.4379 -0.5287 0.0778 -1.448
C 0.044 -0.865 -0.071 0.1363 -0.4189 0.1507 0.318
C -1.029 0.180 -0.294 0.1033 0.2015 -0.3130 -0.776
C -1.041 1.169 0.841 0.4670 0.2083 0.5983 -0.682
N 0.298 1.854 0.843 -1.0831 0.1071 1.0614 -0.556
N 1.341 -0.105 -0.149 0.4684 -0.9406 -0.9855 -0.325
H -0.862 -2.587 -1.067 -0.6090 -0.0759 0.1425 0.387
H 0.829 -2.747 -0.638 -0.4431 0.2578 -0.4007 0.386
H 0.349 -1.779 -2.044 -0.1415 0.1792 0.1571 0.360
H 0.017 -1.258 0.964 -0.1968 0.2790 -0.3975 0.278
H -1.997 -0.250 -0.514 -0.2042 -0.2081 0.2219 0.439
H -0.746 0.750 -1.180 -0.1321 -0.0411 -0.4076 0.301
H -1.858 1.873 0.811 -0.2021 0.3170 -0.2927 0.378
H -1.133 0.674 1.806 -0.0216 -0.2091 0.0400 0.358
H 0.277 2.706 0.327 -0.0211 0.7914 -0.2309 0.254
H 1.085 0.879 0.298 0.0081 0.5255 0.0084 0.349
H 0.591 2.025 1.793 0.0253 0.4713 0.1347 0.272
H 1.695 0.020 -1.100 -0.2515 -0.1914 0.0390 0.356
H 2.080 -0.499 0.392 0.6599 -0.7244 0.3961 0.354
```
Positions in Å, forces in eV/Å.

HOMO = -0.539 Ha
gap between HOMO and LUMO = 11.8 eV
ΔE to the lowest compared entry with this formula, charge and spin = 11.56 kcal/mol
net charge = +1
2S+1 = 1
total energy = -269.482270 a.u.
maximum force = 0.0298 hartree/bohr

---

(7)
An isolated ion of composition C4H13N2 and charge +1 in a non-equilibrium geometry. Source: the Open Molecules 2025 dataset; level of theory: ωB97M-V/def2-TZVPD.

Structure (XYZ):
```
19
Properties=species:S:1:pos:R:3:forces:R:3:mulliken_charge:R:1
C -1.561 1.063 0.917 0.4486 -2.7563 1.1813 -1.106
C 0.390 -1.348 0.720 -0.2428 -0.2531 0.4196 -1.122
C 0.001 1.111 0.975 -2.3034 2.5214 -2.0405 -0.479
C 0.478 0.112 -1.406 -1.3161 4.3863 2.4834 -0.355
N 0.566 -1.086 -1.956 4.0697 -1.7554 -0.4253 -0.341
N 0.713 -0.008 0.287 -1.3920 0.9079 -1.7520 -0.030
H -2.006 1.802 1.588 0.2706 -0.1655 -0.0849 0.376
H -1.839 1.265 -0.065 -0.9039 0.5845 -1.5748 0.400
H -2.005 0.025 1.141 0.6992 1.5255 0.0305 0.289
H -0.435 -1.890 0.298 -0.3092 0.3776 -0.8136 0.335
H 1.273 -1.914 0.664 0.9812 -1.0496 -0.3687 0.431
H 0.187 -1.253 1.729 -0.5041 -0.0746 2.3380 0.498
H 0.225 1.236 1.996 1.1861 -0.1864 1.0929 0.463
H 0.124 2.141 0.408 0.8999 -2.1724 1.0990 0.244
H -0.621 0.522 -1.357 2.3955 -0.6126 -0.6644 0.254
H 1.295 0.934 -1.584 -1.6869 -1.5179 -0.1063 0.315
H 1.562 -1.361 -2.157 -1.6473 0.1080 0.0010 0.239
H -0.046 -1.429 -2.631 -1.4077 -0.3606 -0.9100 0.229
H 1.697 0.078 0.435 0.7627 0.4932 0.0946 0.360
```
Positions in Å, forces in eV/Å.

HOMO = -0.542 Ha
gap between HOMO and LUMO = 11.7 eV
ΔE to the lowest compared entry with this formula, charge and spin = 54.22 kcal/mol
net charge = +1
2S+1 = 1
total energy = -269.414278 a.u.
SMILES = CC[N@@H+](C)CN
maximum force = 0.1013 hartree/bohr

---

(8)
A 2-piece molecular cluster, C4H13N2 overall in a non-equilibrium geometry. Source: the Open Molecules 2025 dataset; level of theory: ωB97M-V/def2-TZVPD.

Structure (XYZ):
```
19
Properties=species:S:1:pos:R:3:forces:R:3:mulliken_charge:R:1
N -0.512 -0.330 0.923 0.2012 -0.1331 0.3614 -0.349
C 0.134 -1.617 1.064 0.5467 0.6095 -1.1876 -0.301
C 0.542 -1.867 2.494 0.1283 -0.4702 0.5803 -1.153
N 0.117 0.871 -1.243 0.7569 1.2161 -0.7686 -0.134
C 0.007 0.801 -2.651 -1.2523 0.3560 -0.1619 -0.813
C -0.141 2.177 -0.742 -1.6001 -0.5061 0.9542 -0.967
H -0.287 0.179 0.054 -0.2258 -0.3677 0.6540 0.653
H -1.399 -0.250 1.406 -0.0690 0.2066 -0.2914 0.207
H -0.325 -2.039 3.127 -0.1131 0.0217 0.0568 0.318
H -0.491 -2.371 0.626 -0.7018 -0.8394 0.3123 0.336
H 0.973 -1.615 0.362 0.3178 0.2052 0.3863 0.315
H 1.189 -2.740 2.594 -0.1791 -0.0987 -0.2857 0.347
H 1.111 -1.049 2.918 -0.0054 0.3574 -0.1204 0.337
H -0.651 -0.023 -2.918 0.3397 -0.9116 0.0487 0.375
H -0.525 1.640 -3.108 0.5513 0.4207 0.1057 0.359
H 1.000 0.630 -3.085 0.0193 -0.2802 0.0677 0.315
H -1.083 2.591 -1.118 0.1070 0.1546 -0.7933 0.411
H -0.322 2.157 0.336 0.8929 0.0127 0.0869 0.348
H 0.663 2.853 -1.040 0.2854 0.0466 -0.0054 0.397
```
Positions in Å, forces in eV/Å.

HOMO = -0.498 Ha
gap between HOMO and LUMO = 5.3 eV
ΔE to the lowest compared entry with this formula, charge and spin = 138.94 kcal/mol
net charge = +1
2S+1 = 1
total energy = -269.279267 a.u.
maximum force = 0.0375 hartree/bohr

---

(9)
A 2-piece molecular cluster, C4H13N2O overall in a non-equilibrium geometry. Source: the Open Molecules 2025 dataset; level of theory: ωB97M-V/def2-TZVPD.

Structure (XYZ):
```
20
Properties=species:S:1:pos:R:3:forces:R:3:lowdin_spin:R:1
C -0.072 -1.334 -1.762 0.4448 -0.5139 -0.0089 0.072
O -0.567 -0.248 -1.012 0.6514 -1.6406 -1.1086 0.819
C -0.852 -2.613 -1.332 0.6506 -0.5383 0.4172 0.028
H 1.067 -1.475 -1.519 -1.8848 0.4430 -0.2577 0.048
H -0.170 -1.191 -2.876 0.2122 0.2091 1.0069 0.002
H -0.519 -3.570 -1.855 -0.3559 1.4439 0.5276 0.003
H -1.921 -2.451 -1.491 0.1424 -0.1154 -0.1971 0.000
H -0.725 -2.747 -0.235 0.0096 -0.0260 -0.6886 0.000
C -0.340 1.753 1.000 0.6540 -1.0119 -1.9899 -0.001
C 1.012 1.027 1.127 -0.0893 0.7725 0.3549 0.015
N 1.128 0.435 2.497 1.5869 -0.1498 -0.9995 0.007
N -0.360 2.425 -0.341 -0.8362 -0.9800 -0.6642 0.001
H -1.123 0.984 0.935 -0.0214 0.2452 1.0113 -0.001
H -0.417 2.441 1.812 -0.4492 0.4984 0.4419 0.000
H 1.068 0.385 0.202 0.3869 0.0228 1.1471 0.005
H 1.807 1.791 1.055 -0.3102 -0.3241 -0.1642 0.002
H 2.130 0.179 2.710 -1.5674 0.3712 -0.4395 0.000
H 0.605 -0.421 2.525 -0.2408 -0.4087 0.1743 0.000
H -0.539 1.627 -1.044 0.4355 1.9866 1.4168 0.000
H -1.212 3.003 -0.393 0.5811 -0.2840 0.0201 0.000
```
Positions in Å, forces in eV/Å.

HOMO (spin up / spin down) = -0.323 / -0.323 Ha
gap between HOMO and LUMO (spin up / spin down) = 9.7 / 6.7 eV
ΔE to the lowest compared entry with this formula, charge and spin = 31.27 kcal/mol
net charge = 0
2S+1 = 2
total energy = -344.831166 a.u.
maximum force = 0.0482 hartree/bohr

---

(10)
A 2-piece molecular cluster, C4H13N2O overall in a non-equilibrium geometry. Source: the Open Molecules 2025 dataset; level of theory: ωB97M-V/def2-TZVPD.

Structure (XYZ):
```
20
Properties=species:S:1:pos:R:3:forces:R:3:lowdin_spin:R:1
C -1.096 -0.971 2.569 1.0197 0.7865 0.1288 0.000
C -0.621 0.253 1.707 -1.8662 -1.5241 0.2092 0.008
C 0.429 -0.188 0.705 2.0874 -1.2809 1.2080 0.015
N 0.256 -0.174 -2.397 2.3602 3.6922 -0.5145 0.167
C -0.293 -1.030 -1.537 -2.8513 -2.8192 -1.3572 0.499
N -0.073 -1.191 -0.231 1.3147 -2.4804 4.4021 0.198
H -1.597 -1.626 1.902 0.1606 -1.3683 -0.6314 0.000
H -1.896 -0.804 3.296 0.3980 0.7294 0.1915 0.000
H -0.176 -1.373 3.105 -1.3205 -0.0134 -0.7478 0.001
H -1.510 0.769 1.297 0.5362 -0.3190 -0.2807 0.002
H -0.211 0.880 2.416 1.1918 1.8553 1.2170 0.001
H 0.898 0.652 0.134 -0.3278 -0.6014 0.7113 0.003
H 1.340 -0.739 1.484 -2.3025 1.6789 -2.5797 0.007
H 0.853 -0.521 -3.124 0.3368 -0.6769 -0.6077 0.040
H 0.779 0.638 -1.996 -1.0646 -0.8311 -0.4149 0.004
H -0.850 -1.859 -2.042 0.4497 0.7402 0.7350 0.024
H -0.021 -2.189 0.236 -0.1955 2.4482 -1.7335 0.031
H 0.939 3.244 -3.153 -0.8321 0.6286 -3.0212 0.000
H 1.879 3.254 -2.092 -0.2095 -0.2066 0.6017 0.000
O 0.969 2.977 -2.278 1.1148 -0.4381 2.4840 0.000
```
Positions in Å, forces in eV/Å.

HOMO (spin up / spin down) = -0.171 / -0.318 Ha
gap between HOMO and LUMO (spin up / spin down) = 5.4 / 9.3 eV
ΔE to the lowest compared entry with this formula, charge and spin = 36.16 kcal/mol
net charge = 0
2S+1 = 2
total energy = -344.823375 a.u.
maximum force = 0.1015 hartree/bohr